[1]
Entry from the Open Molecules 2025 dataset: the molecule C41H41FN4O5 (wB97M-V/def2-TZVPD).

Atoms and positions in Å:
1 C -0.701 3.645 0.418
2 H -0.561 4.633 -0.014
3 H 0.255 3.217 0.727
4 H -1.366 3.697 1.283
5 O -1.299 2.847 -0.595
6 C -1.400 1.551 -0.324
7 O -0.931 1.030 0.654
8 C -2.123 0.777 -1.436
9 N -2.924 -0.241 -0.782
10 C -3.644 0.091 0.307
11 O -3.686 1.240 0.718
12 C -4.357 -1.031 0.989
13 C -5.431 -1.683 0.397
14 C -6.092 -2.688 1.082
15 C -5.681 -3.050 2.354
16 C -4.612 -2.399 2.948
17 C -3.957 -1.385 2.272
18 H -3.130 -0.862 2.729
19 H -4.293 -2.677 3.941
20 H -6.196 -3.837 2.884
21 H -6.931 -3.188 0.622
22 H -5.756 -1.398 -0.593
23 C -2.841 -1.536 -1.416
24 C -1.555 -1.514 -2.249
25 H -1.770 -1.871 -3.257
26 C -0.395 -2.352 -1.643
27 C 0.663 -1.332 -1.431
28 C 0.284 -0.059 -1.777
29 C 1.377 0.777 -1.538
30 C 2.396 -0.031 -1.044
31 N 1.944 -1.334 -1.017
32 C 2.647 -2.486 -0.513
33 H 3.687 -2.196 -0.370
34 H 2.607 -3.281 -1.265
35 C 2.031 -2.982 0.810
36 C 1.695 -1.820 1.683
37 C 0.456 -1.294 1.914
38 N 0.550 -0.183 2.698
39 C 1.869 0.065 2.950
40 C 2.487 1.073 3.682
41 C 3.858 1.049 3.774
42 C 4.624 0.045 3.151
43 C 4.018 -0.968 2.438
44 C 2.626 -0.959 2.335
45 H 4.585 -1.750 1.961
46 O 5.982 0.181 3.307
47 C 6.813 -0.736 2.639
48 H 7.832 -0.399 2.822
49 H 6.619 -0.744 1.562
50 H 6.691 -1.750 3.035
51 H 4.388 1.807 4.331
52 H 1.911 1.850 4.162
53 H -0.211 0.453 2.858
54 H -0.503 -1.640 1.582
55 H 1.125 -3.557 0.609
56 H 2.750 -3.641 1.301
57 C 3.801 0.316 -0.780
58 O 4.718 -0.477 -0.987
59 N 4.060 1.581 -0.375
60 C 3.136 2.512 0.236
61 C 3.997 3.453 1.097
62 H 3.597 3.545 2.105
63 C 5.396 2.830 1.098
64 H 6.182 3.581 1.136
65 C 5.426 2.035 -0.202
66 H 6.094 1.175 -0.178
67 H 5.704 2.674 -1.049
68 H 5.512 2.162 1.947
69 H 4.027 4.446 0.647
70 H 2.607 3.092 -0.527
71 H 2.403 1.958 0.829
72 H 1.434 1.826 -1.744
73 C -1.113 -0.017 -2.299
74 H -1.136 0.370 -3.319
75 H -0.697 -2.827 -0.708
76 H -0.077 -3.140 -2.330
77 H -3.713 -1.691 -2.063
78 H -2.835 -2.325 -0.660
79 C -3.008 1.735 -2.271
80 C -4.000 0.982 -3.107
81 C -5.246 0.667 -2.572
82 C -6.166 -0.072 -3.293
83 C -5.828 -0.491 -4.567
84 C -4.608 -0.176 -5.136
85 C -3.701 0.565 -4.399
86 H -2.755 0.830 -4.847
87 H -4.384 -0.503 -6.139
88 F -6.716 -1.221 -5.276
89 H -7.135 -0.317 -2.887
90 H -5.498 1.012 -1.580
91 H -2.358 2.354 -2.889
92 H -3.541 2.381 -1.572

LUMO energy: 0.598 eV
Highest occupied orbital energy: -7.60 eV
Total energy: -2282.1370 Ha
Total charge: 0
Frontier orbital gap: 8.19 eV

[2]
Entry from the Open Molecules 2025 dataset: a cluster of 17 separate species, C83H191N9O17 in total at a distorted geometry (wB97M-V/def2-TZVPD).

Atoms and positions in Å:
1 C -4.501 1.994 -4.451
2 O -3.117 2.354 -4.475
3 H -4.617 0.906 -4.639
4 H -4.868 2.269 -3.472
5 H -5.109 2.463 -5.207
6 H -2.706 1.975 -5.296
7 C 0.750 -7.475 -3.697
8 O 1.296 -6.978 -2.459
9 H 0.511 -8.563 -3.518
10 H -0.120 -6.857 -4.000
11 H 1.496 -7.428 -4.466
12 H 1.980 -6.331 -2.606
13 C -6.234 4.373 2.953
14 C -6.298 2.868 2.709
15 C -5.885 2.503 1.245
16 C -5.651 0.965 1.150
17 C -4.503 0.585 2.106
18 C -4.907 0.947 3.534
19 N -5.177 2.357 3.571
20 O -5.500 2.637 4.977
21 C -6.078 -0.021 3.965
22 C -3.706 0.722 4.440
23 C -7.708 2.465 3.148
24 H -6.824 4.684 3.805
25 H -6.703 4.842 2.151
26 H -5.233 4.706 2.899
27 H -6.606 2.962 0.554
28 H -4.918 2.982 0.996
29 H -5.456 0.812 0.101
30 H -6.537 0.360 1.349
31 H -3.656 1.113 1.770
32 H -4.337 -0.463 2.066
33 H -5.663 -0.986 4.253
34 H -6.541 0.428 4.852
35 H -6.772 -0.125 3.221
36 H -3.916 0.918 5.467
37 H -3.346 -0.334 4.265
38 H -2.885 1.312 4.121
39 H -8.005 1.436 3.052
40 H -8.402 2.991 2.436
41 H -7.778 2.614 4.226
42 H -4.984 3.441 5.190
43 C 1.460 -1.309 0.179
44 C 0.299 -1.103 -0.774
45 C -0.948 -0.532 -0.020
46 C -0.666 0.856 0.492
47 C -0.299 1.765 -0.633
48 C 0.853 1.322 -1.608
49 N 0.545 -0.146 -1.909
50 O 1.626 -0.605 -2.787
51 C 0.659 2.037 -2.896
52 C 2.249 1.582 -1.031
53 C -0.019 -2.466 -1.323
54 H 1.099 -1.890 1.064
55 H 1.810 -0.321 0.566
56 H 2.324 -1.803 -0.219
57 H -1.798 -0.519 -0.698
58 H -1.204 -1.249 0.835
59 H 0.178 0.804 1.228
60 H -1.532 1.187 1.045
61 H 0.099 2.721 -0.292
62 H -1.179 1.848 -1.255
63 H 1.410 1.624 -3.612
64 H -0.357 1.879 -3.320
65 H 0.874 3.109 -2.692
66 H 2.130 1.441 0.048
67 H 2.970 0.864 -1.414
68 H 2.511 2.562 -1.277
69 H -0.876 -2.333 -2.016
70 H -0.357 -3.138 -0.541
71 H 0.852 -2.880 -1.862
72 H 1.069 -1.076 -3.474
73 C -2.028 -4.211 1.416
74 C -2.012 -4.451 2.959
75 C -2.469 -5.887 3.207
76 C -1.454 -6.997 2.726
77 C -0.128 -6.661 3.376
78 C 0.373 -5.210 3.125
79 N -0.688 -4.302 3.520
80 O -0.183 -2.977 3.233
81 C 1.529 -4.860 4.014
82 C 0.831 -5.143 1.614
83 C -2.961 -3.400 3.602
84 H -3.060 -4.429 1.168
85 H -1.466 -4.785 0.749
86 H -1.726 -3.149 1.249
87 H -2.699 -6.060 4.239
88 H -3.351 -6.108 2.575
89 H -1.460 -7.155 1.655
90 H -1.840 -7.958 3.146
91 H 0.556 -7.474 3.150
92 H -0.233 -6.834 4.467
93 H 2.183 -5.703 4.180
94 H 2.126 -4.085 3.565
95 H 1.119 -4.519 4.942
96 H 1.761 -5.700 1.404
97 H 0.239 -5.634 0.912
98 H 0.984 -4.066 1.447
99 H -2.806 -3.421 4.686
100 H -3.928 -3.839 3.448
101 H -2.821 -2.366 3.278
102 H -0.261 -2.529 4.091
103 C 1.207 6.037 -2.111
104 C 1.401 7.031 -3.288
105 C 2.120 6.387 -4.466
106 C 1.231 5.541 -5.384
107 C -0.064 6.255 -5.750
108 C -0.848 6.735 -4.522
109 N 0.152 7.571 -3.757
110 O -0.608 8.148 -2.680
111 C -1.973 7.669 -4.885
112 C -1.450 5.557 -3.634
113 C 2.307 8.170 -2.702
114 H 2.101 5.852 -1.483
115 H 0.961 5.007 -2.362
116 H 0.306 6.348 -1.609
117 H 2.538 7.186 -5.079
118 H 2.984 5.822 -4.093
119 H 0.967 4.537 -5.010
120 H 1.861 5.272 -6.237
121 H -0.748 5.615 -6.354
122 H 0.176 7.088 -6.399
123 H -2.661 7.126 -5.603
124 H -2.674 7.928 -4.074
125 H -1.701 8.562 -5.379
126 H -2.308 5.117 -4.113
127 H -0.692 4.819 -3.430
128 H -1.835 5.937 -2.715
129 H 1.780 8.751 -1.919
130 H 2.684 8.690 -3.576
131 H 3.144 7.697 -2.209
132 H -0.783 9.102 -2.847
133 C 3.405 0.625 -5.930
134 C 4.896 0.915 -5.620
135 C 4.912 1.654 -4.326
136 C 6.232 1.934 -3.650
137 C 7.000 0.630 -3.464
138 C 7.007 -0.314 -4.710
139 N 5.636 -0.319 -5.350
140 O 5.564 -1.217 -6.420
141 C 8.163 0.313 -5.560
142 C 7.402 -1.792 -4.248
143 C 5.475 1.750 -6.769
144 H 2.934 -0.152 -5.275
145 H 3.466 0.245 -6.915
146 H 2.946 1.613 -5.985
147 H 4.302 2.618 -4.478
148 H 4.256 1.072 -3.625
149 H 6.087 2.401 -2.693
150 H 6.860 2.664 -4.225
151 H 6.553 0.058 -2.590
152 H 8.072 0.856 -3.313
153 H 9.024 -0.286 -5.345
154 H 8.060 0.310 -6.636
155 H 8.577 1.285 -5.247
156 H 7.498 -2.434 -5.186
157 H 8.349 -1.715 -3.781
158 H 6.606 -2.198 -3.626
159 H 6.345 2.203 -6.325
160 H 4.789 2.531 -7.177
161 H 5.735 1.074 -7.604
162 H 6.097 -0.837 -7.173
163 C -4.520 -7.061 -3.227
164 C -4.044 -6.565 -1.805
165 C -2.584 -6.264 -1.623
166 C -2.239 -5.048 -2.449
167 C -3.041 -3.831 -2.036
168 C -4.511 -3.983 -2.058
169 N -4.775 -5.310 -1.344
170 O -6.192 -5.414 -1.507
171 C -5.159 -2.852 -1.267
172 C -5.055 -3.930 -3.537
173 C -4.321 -7.696 -0.731
174 H -5.610 -7.083 -3.175
175 H -4.040 -8.041 -3.314
176 H -4.161 -6.334 -4.040
177 H -2.268 -6.191 -0.568
178 H -2.028 -7.093 -2.051
179 H -2.385 -5.231 -3.521
180 H -1.209 -4.768 -2.330
181 H -2.814 -2.927 -2.578
182 H -2.704 -3.670 -0.945
183 H -6.265 -2.933 -1.248
184 H -4.785 -2.775 -0.251
185 H -4.914 -1.952 -1.780
186 H -4.383 -4.372 -4.289
187 H -6.004 -4.433 -3.589
188 H -5.084 -2.809 -3.693
189 H -5.324 -8.169 -0.923
190 H -4.345 -7.295 0.252
191 H -3.528 -8.446 -0.721
192 H -6.457 -5.869 -0.713
193 C -1.276 5.795 5.742
194 C -2.454 6.101 4.822
195 C -2.363 7.430 4.191
196 C -1.285 7.478 3.158
197 C -1.632 6.526 2.020
198 C -1.757 5.058 2.485
199 N -2.647 5.033 3.690
200 O -2.524 3.726 4.214
201 C -2.478 4.286 1.336
202 C -0.328 4.512 2.713
203 C -3.733 6.114 5.620
204 H -0.294 6.031 5.344
205 H -1.230 4.753 6.053
206 H -1.318 6.457 6.625
207 H -3.306 7.711 3.673
208 H -2.283 8.233 4.938
209 H -0.365 7.348 3.673
210 H -1.251 8.526 2.718
211 H -0.880 6.476 1.201
212 H -2.624 6.756 1.635
213 H -3.423 4.702 1.106
214 H -1.795 4.292 0.515
215 H -2.675 3.243 1.567
216 H 0.374 5.006 3.417
217 H -0.381 3.450 2.931
218 H 0.172 4.554 1.754
219 H -4.678 6.099 4.983
220 H -3.829 6.984 6.264
221 H -3.797 5.235 6.230
222 H -3.266 3.229 3.820
223 C 0.499 0.823 3.719
224 C 0.787 0.922 5.217
225 C 0.206 2.309 5.681
226 C -0.016 2.400 7.198
227 C -0.873 1.234 7.641
228 C -0.329 -0.183 7.362
229 N -0.032 -0.166 5.801
230 O 0.464 -1.352 5.323
231 C 0.873 -0.371 8.192
232 C -1.368 -1.253 7.620
233 C 2.325 0.781 5.567
234 H 0.901 -0.073 3.187
235 H 1.015 1.687 3.154
236 H -0.577 0.862 3.567
237 H 0.817 3.106 5.231
238 H -0.750 2.279 5.100
239 H -0.677 3.245 7.351
240 H 0.865 2.710 7.740
241 H -1.839 1.393 7.206
242 H -1.122 1.121 8.671
243 H 1.408 -1.342 8.062
244 H 1.605 0.473 8.189
245 H 0.451 -0.535 9.199
246 H -1.781 -1.253 8.624
247 H -2.201 -1.197 6.847
248 H -1.086 -2.323 7.437
249 H 2.942 1.212 4.759
250 H 2.609 -0.258 5.618
251 H 2.457 1.272 6.545
252 H 1.350 -1.650 5.611
253 C 5.149 -1.336 -0.128
254 C 6.141 -1.865 0.917
255 C 5.396 -2.357 2.116
256 C 4.706 -3.705 2.051
257 C 5.676 -4.767 1.543
258 C 6.308 -4.359 0.235
259 N 6.942 -2.999 0.396
260 O 7.557 -2.622 -0.770
261 C 7.500 -5.325 -0.025
262 C 5.320 -4.565 -0.920
263 C 7.204 -0.852 1.340
264 H 4.365 -2.147 -0.211
265 H 5.629 -1.216 -1.152
266 H 4.655 -0.414 0.111
267 H 6.044 -2.441 3.021
268 H 4.681 -1.518 2.409
269 H 3.871 -3.635 1.353
270 H 4.245 -3.944 3.001
271 H 5.145 -5.722 1.298
272 H 6.459 -5.114 2.190
273 H 8.142 -5.335 0.825
274 H 7.037 -6.389 -0.100
275 H 7.945 -5.127 -1.015
276 H 4.370 -4.000 -0.802
277 H 5.631 -4.191 -1.906
278 H 5.153 -5.585 -1.095
279 H 8.076 -1.332 1.810
280 H 6.932 -0.106 2.058
281 H 7.642 -0.415 0.465
282 H 6.831 -2.426 -1.376
283 O -1.896 -0.160 -3.322
284 H -1.022 -0.021 -2.914
285 H -2.332 0.679 -3.425
286 O -2.056 -1.645 -5.470
287 H -1.996 -1.044 -4.601
288 H -2.811 -2.274 -5.395
289 O -2.626 0.772 -6.854
290 H -2.408 -0.190 -6.835
291 H -2.328 1.029 -7.703
292 O 3.788 -1.810 -3.738
293 H 3.360 -1.093 -3.171
294 H 4.494 -1.417 -4.252
295 O 2.632 -4.328 -3.515
296 H 3.152 -3.540 -3.729
297 H 2.704 -4.935 -4.241
298 O 0.611 -1.918 -5.131
299 H 0.928 -2.812 -5.018
300 H -0.310 -1.943 -5.435

LUMO energy: 0.381 eV
Highest occupied orbital energy: -8.14 eV
Total energy: -5048.4408 Ha
Total charge: 0
Frontier orbital gap: 8.52 eV

[3]
Entry from the Open Molecules 2025 dataset: the ion C6H10N with charge +1 at a distorted geometry (wB97M-V/def2-TZVPD).

Atoms and positions in Å:
1 C -1.992 -0.147 0.124
2 C -2.076 1.131 0.295
3 C -0.056 0.189 -1.435
4 C -0.576 -0.492 -0.216
5 C 0.062 -1.729 0.340
6 C 1.234 1.332 0.472
7 N 0.056 0.870 -0.186
8 H -2.786 -0.880 0.219
9 H -2.382 2.134 0.454
10 H 0.865 -0.216 -1.844
11 H -0.709 0.615 -2.184
12 H 1.118 -1.563 0.544
13 H -0.019 -2.550 -0.370
14 H -0.423 -2.024 1.267
15 H 0.981 2.182 1.108
16 H 1.660 0.556 1.112
17 H 1.977 1.659 -0.257

LUMO energy: -5.717 eV
Highest occupied orbital energy: -14.64 eV
Total energy: -288.9560 Ha
Total charge: +1
Frontier orbital gap: 8.93 eV